(1)
Formula: C37H48IrN3O2PSi
Source: the Open Molecules 2025 dataset
Level of theory: ωB97M-V with the def2-TZVPD basis set

```
93
Properties=species:S:1:pos:R:3
Ir -0.82 0.50 -0.61
O -1.05 -3.93 6.14
C -0.72 -3.92 4.84
O -0.37 -4.92 4.29
C -0.82 -2.62 4.09
C -0.74 -2.72 2.70
C -0.81 -1.59 1.92
C -0.94 -0.32 2.49
C -0.99 -0.22 3.88
C -0.93 -1.36 4.67
N -0.97 0.80 1.64
C -1.32 1.99 1.97
C -1.27 3.06 1.00
C -1.60 4.37 1.33
C -1.49 5.36 0.37
C -1.10 5.01 -0.92
C -0.84 3.68 -1.20
N -0.89 2.74 -0.26
H -1.37 -3.09 6.47
H -0.64 -3.70 2.27
H -0.75 -1.68 0.84
H -1.06 0.75 4.35
H -0.96 -1.23 5.74
H -1.68 2.21 2.97
H -1.94 4.60 2.33
H -1.71 6.39 0.61
H -1.00 5.76 -1.70
H -0.57 3.36 -2.19
C 4.91 1.25 0.47
C 3.42 1.48 0.28
C 2.67 1.34 1.61
C 3.15 2.89 -0.25
P 2.66 0.25 -0.98
N 1.06 0.33 -0.84
C 3.11 -1.57 -0.61
C 4.54 -1.91 -1.03
C 2.96 -1.77 0.90
C 2.08 -2.47 -1.30
C 3.04 0.75 -2.79
C 4.51 1.12 -2.98
C 2.12 1.92 -3.17
C 2.68 -0.43 -3.70
H 5.30 2.07 1.08
H 5.47 1.26 -0.46
H 5.13 0.33 1.01
H 2.96 2.17 2.26
H 2.92 0.42 2.14
H 1.60 1.38 1.45
H 3.40 3.61 0.54
H 2.10 3.03 -0.50
H 3.77 3.14 -1.11
H 5.27 -1.24 -0.58
H 4.68 -1.91 -2.11
H 4.76 -2.92 -0.68
H 3.76 -1.29 1.46
H 3.02 -2.84 1.11
H 1.99 -1.42 1.26
H 2.24 -2.57 -2.37
H 1.07 -2.12 -1.12
H 2.17 -3.47 -0.88
H 4.79 2.04 -2.46
H 4.68 1.30 -4.05
H 5.18 0.32 -2.67
H 2.40 2.86 -2.71
H 1.08 1.69 -2.91
H 2.16 2.05 -4.25
H 3.36 -1.27 -3.58
H 2.76 -0.10 -4.73
H 1.65 -0.75 -3.53
C -4.28 -2.75 -4.27
C -5.27 -2.09 -3.55
C -4.91 -1.20 -2.54
C -3.56 -0.97 -2.26
C -2.58 -1.64 -2.98
C -2.94 -2.53 -3.98
Si -3.25 0.30 -0.91
C -3.94 -0.25 0.74
C -4.51 0.69 1.61
C -5.24 0.28 2.70
C -5.36 -1.08 2.98
C -4.74 -2.03 2.16
C -4.04 -1.62 1.05
H -4.56 -3.44 -5.05
H -6.31 -2.25 -3.77
H -5.68 -0.69 -1.98
H -1.53 -1.47 -2.77
H -2.18 -3.04 -4.56
H -3.86 1.63 -1.21
H -4.40 1.75 1.39
H -5.71 1.01 3.34
H -5.95 -1.41 3.83
H -4.82 -3.08 2.40
H -3.60 -2.36 0.39
```

Output
Calculated total energy in eV: -67701.9909
HOMO-LUMO gap (alpha / beta) in eV: 6.6 / 5.2
HOMO level (alpha / beta) in eV: -13.27 / -13.92
Charge: +2
Max |F| in eV/A: 2.36
2S+1: 6


(2)
Formula: C37H49BClIrN8S4
Source: the Open Molecules 2025 dataset
Level of theory: ωB97M-V with the def2-TZVPD basis set

```
101
Properties=species:S:1:pos:R:3
Ir 0.51 0.13 -0.46
C -2.85 -1.53 -3.45
C -3.76 -0.37 -3.05
C -3.59 0.76 -4.07
C -5.21 -0.87 -3.03
N -3.48 0.19 -1.67
C -4.28 1.20 -1.19
C -3.99 1.38 0.11
N -3.00 0.48 0.44
B -2.53 0.44 1.92
N -1.68 1.67 2.34
C -1.63 2.02 3.68
C -0.70 2.99 3.81
N -0.18 3.25 2.56
C -0.80 2.44 1.67
S -0.55 2.35 -0.03
C 0.95 4.25 2.42
C 2.09 3.75 3.31
C 1.48 4.40 1.00
C 0.41 5.60 2.90
N -1.82 -0.88 2.36
C -2.57 -1.89 2.91
C -1.74 -2.87 3.29
N -0.45 -2.46 2.99
C -0.53 -1.24 2.41
S 0.79 -0.28 1.79
C 0.70 -3.34 3.41
C 0.52 -4.70 2.75
C 0.63 -3.46 4.94
C 2.07 -2.77 3.05
C -2.67 -0.22 -0.66
S -1.39 -1.39 -0.70
H -3.14 -1.81 -4.47
H -2.98 -2.39 -2.81
H -1.80 -1.25 -3.48
H -3.97 0.42 -5.03
H -2.54 1.00 -4.21
H -4.13 1.66 -3.80
H -5.44 -1.34 -3.98
H -5.92 -0.05 -2.87
H -5.35 -1.61 -2.24
H -5.02 1.69 -1.80
H -4.41 2.06 0.83
H -3.53 0.48 2.59
H -2.26 1.56 4.41
H -0.38 3.53 4.69
H 2.41 2.76 2.99
H 1.81 3.70 4.36
H 2.93 4.43 3.22
H 1.90 3.48 0.61
H 2.28 5.15 1.05
H 0.73 4.77 0.30
H 0.09 5.57 3.94
H -0.43 5.92 2.29
H 1.20 6.34 2.82
H -3.64 -1.81 2.98
H -1.95 -3.81 3.76
H -0.37 -5.21 3.11
H 1.38 -5.33 2.98
H 0.44 -4.61 1.67
H -0.30 -3.92 5.28
H 0.74 -2.49 5.41
H 1.45 -4.10 5.28
H 2.22 -2.68 1.98
H 2.81 -3.46 3.44
H 2.24 -1.80 3.51
S 4.60 1.88 -1.34
C 4.75 0.47 -0.36
C 3.55 -0.14 -0.18
C 2.47 0.52 -0.84
C 2.89 1.64 -1.54
C 2.12 2.58 -2.30
C 2.59 3.85 -2.64
C 1.80 4.79 -3.24
C 0.44 4.46 -3.52
C -0.01 3.23 -3.23
N 0.80 2.25 -2.66
H 5.71 0.18 0.02
H 3.44 -1.05 0.40
H 3.61 4.10 -2.38
H 2.19 5.77 -3.49
H -0.24 5.17 -3.96
H -1.02 2.91 -3.43
C 2.97 -6.14 -2.53
C 2.45 -4.78 -2.16
C 1.81 -4.55 -0.94
C 1.33 -3.28 -0.66
N 1.44 -2.25 -1.50
C 2.05 -2.47 -2.67
C 2.56 -3.70 -3.03
H 3.01 -6.80 -1.66
H 3.98 -6.06 -2.95
H 2.34 -6.60 -3.28
H 1.70 -5.34 -0.22
H 0.81 -3.07 0.27
H 2.15 -1.62 -3.33
H 3.04 -3.82 -3.99
Cl 0.52 -0.03 -5.04
C 0.28 0.96 -2.46
H 0.84 0.15 -2.97
H -0.77 0.93 -2.73
```

Output
Calculated total energy in eV: -110459.4891
HOMO-LUMO gap (alpha / beta) in eV: 5.7 / 4.6
Energy relative to the best compared isomer or geometry (same formula, charge and spin) in kJ/mol: 0.0
HOMO level (alpha / beta) in eV: -7.29 / -10.06
Charge: +1
Max |F| in eV/A: 0.57
2S+1: 6


(3)
Formula: C37H49Br2N4O2
Source: the Open Molecules 2025 dataset
Level of theory: ωB97M-V with the def2-TZVPD basis set

```
94
Properties=species:S:1:pos:R:3
C -1.69 -2.32 -2.17
C -2.38 -1.12 -2.85
O -1.65 -0.74 -4.00
C -2.37 0.02 -1.87
N -2.88 1.25 -2.45
C -1.90 2.22 -2.85
C -1.16 2.87 -1.69
O -0.05 3.61 -2.26
N 0.85 4.05 -1.34
C 2.14 3.61 -1.32
C 2.75 2.60 -2.22
C 1.99 1.25 -2.09
C 2.97 0.13 -2.40
Br 2.05 -1.48 -2.99
N 2.79 4.20 -0.39
N 1.87 5.01 0.20
C 0.69 4.94 -0.34
C -0.54 5.66 0.04
C -1.28 4.94 1.22
C -0.34 4.42 2.29
Br -1.17 4.21 4.01
H -2.24 -2.62 -1.29
H -0.72 -1.98 -1.84
H -1.57 -3.15 -2.86
H -3.39 -1.45 -3.10
H -1.39 -1.53 -4.48
H -1.34 0.10 -1.50
H -3.02 -0.26 -1.05
H -3.62 1.66 -1.89
H -2.33 3.00 -3.47
H -1.15 1.72 -3.46
H -0.83 2.15 -0.94
H -1.84 3.56 -1.20
H 2.74 2.96 -3.24
H 3.75 2.45 -1.84
H 1.12 1.23 -2.73
H 1.66 1.15 -1.06
H 3.63 0.44 -3.20
H 3.52 -0.15 -1.52
H 2.13 5.61 0.97
H -0.31 6.67 0.33
H -1.22 5.68 -0.80
H -1.99 5.61 1.69
H -1.77 4.08 0.78
H 0.52 5.06 2.44
H 0.06 3.46 1.98
C 1.08 0.68 1.87
C 1.58 -0.56 1.50
C 1.34 -1.67 2.30
C 0.59 -1.53 3.47
C 0.09 -0.29 3.83
C 0.33 0.82 3.03
H 1.27 1.55 1.24
H 2.15 -0.67 0.59
H 1.73 -2.63 2.02
H 0.40 -2.39 4.09
H -0.50 -0.19 4.74
H -0.06 1.79 3.31
C -1.01 -2.22 8.33
C -0.55 -1.09 7.67
C -1.12 0.15 7.93
C -2.14 0.26 8.86
C -2.60 -0.87 9.52
C -2.04 -2.11 9.25
H -0.57 -3.19 8.12
H 0.25 -1.18 6.95
H -0.76 1.03 7.41
H -2.58 1.22 9.07
H -3.40 -0.79 10.25
H -2.40 -2.99 9.77
C -2.39 -0.98 -9.05
C -1.84 0.03 -9.83
C -1.28 1.15 -9.23
C -1.27 1.25 -7.84
C -1.81 0.25 -7.06
C -2.38 -0.87 -7.66
H -2.83 -1.85 -9.52
H -1.85 -0.06 -10.91
H -0.86 1.94 -9.84
H -0.82 2.13 -7.38
H -1.80 0.33 -5.98
H -2.81 -1.65 -7.05
C 3.81 -7.74 1.40
C 3.06 -6.78 0.73
C 2.57 -5.68 1.41
C 2.83 -5.52 2.76
C 3.58 -6.48 3.44
C 4.07 -7.58 2.76
H 4.19 -8.60 0.87
H 2.86 -6.90 -0.33
H 1.98 -4.94 0.88
H 2.45 -4.66 3.30
H 3.79 -6.36 4.49
H 4.65 -8.33 3.28
```

Output
Calculated total energy in eV: -189295.9837
HOMO-LUMO gap in eV: 7.9
HOMO level in eV: -10.79
Charge: +1
Max |F| in eV/A: 1.54


(4)
Formula: C37H49BrFeN2P2S
Source: the Open Molecules 2025 dataset
Level of theory: ωB97M-V with the def2-TZVPD basis set

```
93
Properties=species:S:1:pos:R:3
C -1.00 5.13 -2.18
C -1.22 3.88 -2.82
C -1.45 3.94 -4.22
C -1.19 5.14 -4.90
N -0.83 6.27 -4.28
C -0.76 6.27 -2.95
C -1.12 2.66 -2.06
C -1.32 1.52 -1.48
C -1.67 0.40 -0.60
C -0.76 -0.65 -0.31
C -1.06 -1.57 0.71
C -2.41 -1.78 1.09
C -3.30 -0.72 0.82
C -2.94 0.33 -0.02
Fe 0.33 2.09 -1.01
P 2.84 -0.87 0.49
H -1.78 3.07 -4.78
H -0.92 5.20 -1.09
H -1.25 5.20 -5.99
H -0.51 7.22 -2.47
H -3.66 1.12 -0.27
H 0.08 -0.83 -0.97
H -4.30 -0.73 1.24
H -0.28 -2.21 1.09
C 2.80 -2.31 1.68
C 3.33 -3.66 1.20
H 1.74 -2.40 1.98
H 3.36 -1.98 2.58
H 3.16 -4.40 1.99
H 2.81 -4.01 0.30
H 4.41 -3.65 1.01
C 3.23 -1.63 -1.13
C 3.47 -0.58 -2.22
H 2.38 -2.27 -1.41
H 4.10 -2.28 -1.02
H 3.60 -1.08 -3.18
H 2.63 0.10 -2.30
H 4.37 0.01 -2.02
C 4.48 -0.16 0.94
C 5.70 -1.06 0.76
H 4.41 0.17 1.98
H 4.59 0.75 0.33
H 6.61 -0.51 1.06
H 5.67 -1.96 1.39
H 5.86 -1.37 -0.28
Br -2.93 -3.26 2.00
P -2.09 -2.08 -2.87
C -0.75 -3.04 -2.16
C -0.67 -4.46 -2.76
H -0.91 -3.11 -1.08
H 0.19 -2.50 -2.35
H 0.36 -4.84 -2.69
H -1.31 -5.18 -2.22
H -0.98 -4.45 -3.81
C -3.56 -2.58 -1.87
C -4.37 -3.82 -2.31
H -4.22 -1.70 -1.78
H -3.14 -2.76 -0.87
H -5.03 -4.14 -1.49
H -5.00 -3.58 -3.17
H -3.73 -4.68 -2.57
C -2.21 -0.39 -3.45
C -2.82 -0.39 -4.86
H -1.21 0.07 -3.42
H -2.83 0.18 -2.75
H -3.07 0.63 -5.19
H -2.10 -0.82 -5.57
H -3.72 -1.00 -4.88
N 0.19 2.02 0.93
S 0.15 3.01 2.26
C 1.51 2.47 3.29
C 1.80 1.10 3.44
C 2.82 0.69 4.31
C 3.54 1.65 5.03
C 3.20 3.01 4.95
C 2.20 3.42 4.07
C -1.19 2.20 3.24
C -2.48 2.15 2.69
C -3.46 1.35 3.26
C -3.17 0.60 4.41
C -1.92 0.70 5.02
C -0.95 1.56 4.47
H 0.07 1.07 1.32
H 1.16 0.35 2.95
H 3.02 -0.39 4.44
H 4.40 1.34 5.61
H 3.70 3.73 5.59
H 1.92 4.47 3.98
H -2.67 2.66 1.74
H -4.44 1.27 2.79
H -3.92 -0.04 4.85
H -1.65 0.10 5.90
H 0.03 1.60 4.95
```

Output
Calculated total energy in eV: -175966.4723
HOMO-LUMO gap (alpha / beta) in eV: 7.6 / 5.3
Energy relative to the best compared isomer or geometry (same formula, charge and spin) in kJ/mol: 32.6
HOMO level (alpha / beta) in eV: -12.92 / -12.93
Charge: +2
Max |F| in eV/A: 3.36
2S+1: 5


(5)
Formula: C37H49InN3O2P3S4
Source: the Open Molecules 2025 dataset
Level of theory: ωB97M-V with the def2-TZVPD basis set

```
99
Properties=species:S:1:pos:R:3
In -1.45 0.16 -0.25
S -0.69 0.49 4.10
P 0.69 0.12 2.73
C 0.28 -0.38 1.10
P 0.41 -2.04 0.67
S -1.00 -2.46 -0.70
C 1.99 -2.36 -0.19
C 2.24 -3.62 -0.74
C 3.40 -3.84 -1.47
C 4.31 -2.80 -1.66
C 4.04 -1.55 -1.14
C 2.88 -1.32 -0.41
C 0.28 -3.38 1.91
C -0.97 -3.59 2.48
C -1.17 -4.62 3.38
C -0.11 -5.44 3.73
C 1.14 -5.23 3.17
C 1.35 -4.20 2.27
C 1.64 1.67 2.50
C 2.30 2.24 3.59
C 2.96 3.45 3.44
C 2.96 4.10 2.21
C 2.30 3.53 1.13
C 1.65 2.32 1.27
C 1.95 -0.98 3.47
C 1.61 -1.72 4.60
C 2.57 -2.51 5.22
C 3.86 -2.56 4.72
C 4.20 -1.81 3.60
C 3.25 -1.01 2.98
H 1.51 -4.41 -0.61
H 3.59 -4.81 -1.90
H 5.21 -2.98 -2.22
H 4.74 -0.73 -1.30
H 2.65 -0.34 -0.02
H -1.79 -2.94 2.18
H -2.15 -4.79 3.80
H -0.25 -6.24 4.44
H 1.97 -5.88 3.43
H 2.33 -4.02 1.85
H 2.27 1.74 4.55
H 3.47 3.89 4.28
H 3.48 5.04 2.10
H 2.31 4.03 0.17
H 1.15 1.86 0.42
H 0.61 -1.66 5.00
H 2.31 -3.08 6.10
H 4.61 -3.18 5.20
H 5.21 -1.83 3.22
H 3.52 -0.41 2.12
C -2.97 3.24 -0.26
C -2.04 3.08 0.97
N -2.13 1.73 1.50
C -3.38 1.42 2.20
C -3.71 -0.06 2.00
N -3.60 -0.47 0.60
C -4.70 -0.05 -0.28
C -4.65 1.44 -0.67
N -3.28 1.94 -0.87
H -3.89 3.76 0.02
H -2.45 3.86 -0.98
H -1.01 3.23 0.65
H -2.29 3.84 1.72
H -1.38 1.57 2.18
H -3.27 1.60 3.27
H -4.18 2.05 1.82
H -2.96 -0.63 2.57
H -4.70 -0.28 2.41
H -3.54 -1.48 0.55
H -4.61 -0.64 -1.19
H -5.67 -0.26 0.17
H -5.24 1.55 -1.58
H -5.14 2.03 0.10
H -3.12 1.99 -1.87
C -2.62 4.43 -4.29
C -1.54 3.38 -4.51
C -1.15 3.27 -5.98
O -2.10 2.12 -4.07
P -1.24 0.95 -3.39
S -2.56 -0.42 -2.88
S -0.08 1.72 -1.92
O -0.29 0.51 -4.59
C 0.90 -0.29 -4.39
C 0.56 -1.77 -4.42
C 1.87 0.11 -5.49
H -2.24 5.42 -4.54
H -2.95 4.43 -3.26
H -3.48 4.21 -4.93
H -0.67 3.61 -3.89
H -2.02 2.98 -6.56
H -0.38 2.52 -6.11
H -0.79 4.23 -6.34
H 1.32 -0.03 -3.42
H 0.05 -2.01 -5.36
H -0.10 -2.03 -3.59
H 1.47 -2.36 -4.35
H 1.42 -0.07 -6.46
H 2.78 -0.48 -5.41
H 2.13 1.17 -5.41
```

Output
Calculated total energy in eV: -124116.9370
HOMO-LUMO gap in eV: 7.3
Energy relative to the best compared isomer or geometry (same formula, charge and spin) in kJ/mol: 55.6
HOMO level in eV: -7.06
Max |F| in eV/A: 1.34